Run a
Formula: C3H5BrO
Source: OMol25
Level of theory: ωB97M-V/def2-TZVPD

Cartesian coordinates (Å):
Br (-1.1917, 0.0977, -0.0359)
O (1.2848, -1.9094, -0.3558)
C (1.1795, -0.7797, -0.0767)
C (-2.8981, -0.8482, -0.0595)
C (1.7725, 0.4186, 0.5430)
H (1.1913, 1.2757, 0.3545)
H (2.8662, 0.3702, 0.3165)
H (-2.6258, -1.7035, 0.5583)
H (1.7206, 0.3362, 1.6415)
H (-2.9219, -1.2597, -1.0718)

Results
Frontier orbital gap (spin up / spin down), eV: 6.874 / 9.017
LUMO energy (spin up / spin down), eV: 0.880 / -1.396
Molar mass, Da: 136.976
Spin multiplicity: 3


Run b
Formula: C3H5BrO
Source: OMol25
Level of theory: ωB97M-V/def2-TZVPD

Cartesian coordinates (Å):
Br (2.6904, 0.8804, -0.7966)
O (-1.0687, 0.1308, 1.6316)
C (-1.6019, 0.8136, 0.8289)
C (0.3944, -0.7326, -0.7495)
C (1.5748, -0.4741, -0.2825)
H (-0.2060, -0.0055, -1.2872)
H (-0.1367, -1.5655, -0.3247)
H (-1.1035, 1.5806, 0.0901)
H (-2.6295, 0.6936, 0.5722)
H (2.0866, -1.3212, 0.3177)

Results
Frontier orbital gap (spin up / spin down), eV: 7.639 / 7.012
LUMO energy (spin up / spin down), eV: 0.969 / -2.555
Molar mass, Da: 136.976
Spin multiplicity: 3


Least stable structure: run b


Run a
Formula: CH8O4
Source: OMol25
Level of theory: ωB97M-V/def2-TZVPD

Cartesian coordinates (Å):
O (-0.3184, 2.0404, -4.2912)
O (-1.5375, -2.0562, 0.0048)
O (1.6426, 0.5638, -2.2728)
O (-0.3931, 0.5532, 5.9076)
C (2.1479, -0.4170, -1.7892)
H (-2.1462, -2.3013, 0.7035)
H (3.0381, -0.3467, -1.0369)
H (-1.2933, 0.4174, 6.2720)
H (0.2630, 1.4625, -3.8660)
H (1.5931, -1.3901, -1.7534)
H (-0.0948, 1.1472, 6.5212)
H (-1.7812, -1.1780, -0.1757)
H (-1.1203, 1.5047, -4.2240)

Results
Frontier orbital gap, eV: 11.004
LUMO energy, eV: 0.533
Molar mass, Da: 84.071
Spin multiplicity: 1
SMILES: C=O.O.O.O


Run b
Formula: CH8O4
Source: OMol25
Level of theory: ωB97M-V/def2-TZVPD

Cartesian coordinates (Å):
O (-1.3670, 1.6534, 1.6419)
O (0.9163, -1.8209, 1.7913)
O (-1.3706, -0.7117, -0.8846)
O (2.3801, 0.6877, -2.1579)
C (1.2839, 0.2176, -2.0280)
H (1.0499, -2.0179, 0.8616)
H (1.7598, -1.6890, 2.2116)
H (-1.4632, 2.4798, 1.1774)
H (0.9940, -0.5858, -1.3396)
H (-1.3392, 1.7005, 2.5945)
H (-1.3364, -0.4603, 0.0478)
H (0.4537, 0.6116, -2.6399)
H (-1.9613, -0.0650, -1.2762)

Results
Frontier orbital gap, eV: 10.338
LUMO energy, eV: 0.450
Molar mass, Da: 84.071
Spin multiplicity: 1
SMILES: C=O.O.O.O


Least stable structure: run a